[1]
11
Properties=species:S:1:pos:R:3:forces:R:3 method="wB97M-V/def2-TZVPD" lumo_ev=0.17 total_charge=0 homo_lumo_gap_ev=9.7 smiles="N[C@@H](O)/N=N/O" e_homo_ha=-0.3486 relative_energy_kcal_mol=72.0 spin_multiplicity=1 energy_ha=-355.70952
N -0.0091 -0.6733 1.6411 0.142 0.083 0.533
C 0.2411 0.0794 0.4746 -1.599 3.905 0.883
O 1.6025 0.3201 0.2871 0.282 -0.761 -0.396
N -0.3518 -0.4119 -0.7066 -1.060 1.945 -3.089
N -0.9664 0.6411 -1.1429 1.600 -2.814 -1.458
O -1.1236 0.6380 -2.4947 -0.602 -0.357 0.270
H 0.5711 -1.5031 1.6969 -0.093 0.005 -0.099
H -0.9867 -0.8975 1.7672 0.085 -0.004 -0.039
H -0.3359 1.2273 0.2390 1.635 -2.014 3.093
H 1.9616 0.6810 1.1062 -0.250 0.010 -0.018
H -0.6027 -0.1010 -2.8679 -0.139 0.002 0.318

---

[2]
10
Properties=species:S:1:pos:R:3:forces:R:3 method="wB97M-V/def2-TZVPD" lumo_ev=0.23 total_charge=0 homo_lumo_gap_ev=8.4 e_homo_ha=-0.3012 relative_energy_kcal_mol=116.9 spin_multiplicity=1 energy_ha=-603.35969
C 1.2862 0.8897 0.7791 -0.070 1.206 -0.920
N -1.3383 0.1610 -1.1643 0.201 -0.420 1.514
N -0.9102 -0.5723 0.9381 -0.712 -1.703 -3.979
N -1.1013 -0.8973 -0.3614 0.576 1.450 4.346
S 2.3797 -0.2129 0.3345 0.372 -0.178 -0.278
H 0.7358 0.6545 1.6562 0.089 -0.412 1.067
H -1.5269 1.0999 -0.8067 0.267 -0.525 0.300
H -1.6763 -0.0544 -2.0761 -0.060 -0.402 -0.268
H -0.6384 -1.4446 1.5280 -0.752 1.256 -2.049
H 2.7899 0.3764 -0.8273 0.089 -0.271 0.266

---

[3]
10
Properties=species:S:1:pos:R:3:forces:R:3 method="wB97M-V/def2-TZVPD" lumo_ev=0.78 total_charge=0 homo_lumo_gap_ev=9.4 e_homo_ha=-0.3163 relative_energy_kcal_mol=41.4 spin_multiplicity=1 energy_ha=-603.47987
N 1.5765 -0.6459 -0.2594 0.358 -0.936 1.438
N 1.3382 0.7139 -0.2727 -2.738 2.396 0.347
C 0.0660 0.9210 -0.1589 0.053 0.351 0.457
N -0.8261 -0.1715 -0.2041 2.453 1.249 0.265
S -2.4376 0.0231 -0.2846 -1.745 -0.118 0.974
H 2.5600 -0.5812 -0.0809 0.697 -1.206 0.014
H 1.1142 -0.9301 0.6586 1.040 -0.385 -1.324
H -0.3707 1.8952 0.1819 0.555 -0.817 -0.993
H -0.3402 -0.9442 -0.6198 -0.440 -0.711 -0.367
H -2.6804 -0.2803 1.0399 -0.234 0.177 -0.813